Formula: C26H43Cl2CoOP
Source: OMol25
Level of theory: ωB97M-V with the def2-TZVPD basis set

CARTESIAN COORDINATES (ANGSTROEM)
P -0.11186 0.74946 -0.10423
C -1.74961 0.24378 -0.84911
C -2.21801 1.10068 -2.03032
C -3.65882 0.72566 -2.40555
C -3.82684 -0.77916 -2.64742
C -3.26079 -1.63805 -1.51194
C -1.81186 -1.24594 -1.18407
C 1.29161 0.13796 -1.16591
C 1.17650 0.53645 -2.63389
C 2.48437 0.18553 -3.36032
C 2.86744 -1.28821 -3.17666
C 2.86014 -1.73582 -1.71075
C 1.54353 -1.36463 -1.01720
C -0.04996 2.60888 -0.20704
C -1.17929 3.23168 0.62857
C -1.17173 4.76013 0.50568
C 0.18778 5.35946 0.87323
C 1.34180 4.69412 0.11830
C 1.30991 3.16533 0.23659
H -2.42164 0.41482 0.01039
H -1.54848 0.93693 -2.88876
H -2.17171 2.17270 -1.78903
H -3.95596 1.29576 -3.29574
H -4.31665 1.03502 -1.58107
H -4.88970 -1.00510 -2.78641
H -3.31747 -1.04606 -3.58143
H -3.86963 -1.50251 -0.60746
H -3.29991 -2.70178 -1.78045
H -1.42999 -1.83929 -0.34396
H -1.17648 -1.46001 -2.05662
H 2.15892 0.64278 -0.70972
H 3.28196 0.82156 -2.95152
H 0.96201 1.61180 -2.74337
H 0.33909 -0.01065 -3.09778
H 2.37775 0.42857 -4.42466
H 3.85816 -1.46175 -3.60996
H 2.15887 -1.90951 -3.73886
H 3.02482 -2.81903 -1.63555
H 3.68191 -1.24359 -1.16945
H 1.58264 -1.63597 0.04417
H 0.71687 -1.93952 -1.45440
H -0.19874 2.87104 -1.27198
H -2.16575 2.84499 0.33431
H -1.05330 2.93902 1.68104
H -1.41435 5.02122 -0.53298
H -1.96137 5.18090 1.14044
H 0.35031 5.24218 1.95054
H 0.18500 6.43483 0.66258
H 2.30592 5.06756 0.48380
H 1.27327 4.95129 -0.94679
H 2.13028 2.73834 -0.35636
H 1.50248 2.86382 1.27530
Co 0.17721 -0.11209 2.35795
Cl 2.26076 0.51925 2.03198
Cl -1.88430 0.60024 2.59032
C -0.36117 -1.86584 1.79191
H -1.45720 -2.00365 1.73626
C 0.37214 -3.06175 1.95842
C 1.79396 -3.04397 2.08284
C 2.50620 -4.23599 2.11243
C 1.83758 -5.46447 2.07345
C 0.42728 -5.50156 2.01586
C -0.30500 -4.33147 1.96346
H 2.30384 -2.07704 2.13833
H 3.59565 -4.20805 2.17018
H -0.09340 -6.45949 2.01157
H -1.39996 -4.33122 1.91640
H 2.39978 -6.39646 2.09471
C -0.39596 -0.68871 5.19714
O 0.52055 0.00538 4.33411
H -0.43576 -1.71730 4.82371
H -1.39900 -0.24181 5.12374
H 0.01238 -0.64282 6.21112
H 0.80097 0.87110 4.67794

Output
HOMO-LUMO gap (alpha / beta)   5.9 / 7.4 eV
HOMO energy (alpha / beta)   -0.10847 / -0.16491 Ha
Charge   -1
Expectation value of S²   6.05
Spin multiplicity   5